No. 1
This record from OMol25 describes C28H28N7OS2Ta as an isolated structure. The level of theory is ωB97M-V/def2-TZVPD.

Summary:
Relative energy (zero: lowest compared OMol25 entry of this formula, charge and spin): 0.0 kcal/mol
E_LUMO: -13.5 eV
Frontier orbital gap: 6.22 eV
Charge: +4
Highest occupied orbital energy: -19.693 eV

Cartesian coordinates (Å):
1 Ta 0.22399 -0.06007 -0.00127
2 C -2.57500 0.56494 5.04886
3 C -2.80168 -0.22687 3.92516
4 C -1.80956 -0.38236 2.97398
5 C -0.57455 0.23892 3.17066
6 C -0.33352 1.01798 4.30450
7 C -1.34448 1.18672 5.23383
8 N 0.48010 0.00009 2.23735
9 N 1.63034 -0.05041 2.72329
10 C 2.67774 -0.26549 1.82888
11 C 3.94601 -0.39862 2.34807
12 C 4.99930 -0.65793 1.46819
13 C 4.72624 -0.76503 0.11665
14 C 3.41982 -0.60511 -0.33165
15 N 2.39648 -0.35798 0.50112
16 H -3.35559 0.68748 5.78822
17 H -3.74878 -0.73751 3.81071
18 H -1.97624 -1.04246 2.13141
19 H 0.63351 1.48008 4.45887
20 H -1.17013 1.79426 6.11173
21 H 4.09403 -0.30913 3.41622
22 H 6.00942 -0.77366 1.84090
23 H 5.50934 -0.96514 -0.60250
24 H 3.19123 -0.66510 -1.38682
25 S 0.85845 0.92927 -2.03103
26 C 0.98510 2.31031 -0.89405
27 C 1.38412 3.57866 -1.25890
28 C 1.44750 4.53754 -0.25470
29 C 1.10926 4.21007 1.06062
30 C 0.72154 2.92422 1.35202
31 N 0.66924 1.98943 0.37723
32 H 1.64255 3.80642 -2.28440
33 H 1.76289 5.54533 -0.49796
34 H 1.15227 4.95198 1.84616
35 H 0.43887 2.61376 2.34790
36 C -4.18581 4.04179 -5.16320
37 C -3.82443 3.25988 -3.94778
38 C -3.75787 1.85188 -3.98566
39 C -3.48285 1.11826 -2.85948
40 C -3.24759 1.79729 -1.64961
41 C -3.27317 3.20916 -1.59519
42 C -3.56305 3.91894 -2.73619
43 S -3.09801 1.05459 -0.12755
44 C -4.15247 -0.38422 -0.18477
45 O -1.61999 0.25033 -0.09386
46 H -4.33809 3.40801 -6.03260
47 H -3.41119 4.77701 -5.39075
48 H -5.10402 4.60478 -4.97689
49 H -3.95078 1.34341 -4.92148
50 H -3.46132 0.03715 -2.91554
51 H -3.11591 3.72248 -0.65331
52 H -3.62070 4.99939 -2.69821
53 H -3.92406 -1.00033 -1.05056
54 H -5.17349 -0.00204 -0.24317
55 H -4.01617 -0.92831 0.74822
56 N -0.61915 -5.46035 1.58555
57 C -0.36515 -4.48891 0.72488
58 C -0.24295 -3.12452 1.11476
59 N 0.04430 -2.21920 0.18957
60 C 0.20825 -2.56460 -1.09664
61 C 0.04865 -3.90397 -1.46391
62 N -0.23137 -4.82514 -0.57571
63 H -0.71928 -5.30975 2.57633
64 H -0.69476 -6.40818 1.23885
65 H -0.36482 -2.79724 2.13871
66 H 0.47993 -1.79717 -1.82892
67 H 0.16144 -4.20990 -2.49801

***

No. 2
This record from OMol25 describes a 2-piece molecular cluster, C28H28NO7S2 overall in a non-equilibrium geometry. The level of theory is ωB97M-V/def2-TZVPD.

Summary:
E_LUMO: 2.4 eV
Frontier orbital gap: 6.10 eV
Charge: -1
Highest occupied orbital energy: -3.740 eV

Cartesian coordinates (Å):
1 C 0.00551 4.72257 1.54491
2 C 0.24560 3.86851 0.30986
3 N 1.51422 3.11701 0.28552
4 C 2.56178 3.76626 -0.51008
5 C 2.58335 3.43055 -1.98867
6 C 1.83324 2.03472 1.11014
7 C 0.74990 1.48131 1.88977
8 C 0.69142 0.14139 2.37074
9 C -0.66110 -0.36718 2.88366
10 C -1.88870 0.30890 2.73406
11 C -3.07588 -0.19950 3.29197
12 C -3.07522 -1.43081 3.96158
13 C -1.87377 -2.15539 4.04673
14 C -0.69436 -1.63286 3.50390
15 O 1.66469 -0.64081 2.39347
16 O 3.01439 1.61684 1.10668
17 H -0.98472 5.18189 1.45765
18 H 0.04212 4.13944 2.46925
19 H 0.75106 5.52443 1.59169
20 H -0.59970 3.18432 0.14464
21 H 0.32996 4.53247 -0.56043
22 H 2.35447 4.84018 -0.41265
23 H 3.53200 3.51643 -0.07010
24 H 3.38185 4.01311 -2.45668
25 H 2.80314 2.37025 -2.14120
26 H 1.63901 3.69180 -2.47706
27 H -0.15510 2.07475 1.91601
28 H -1.92878 1.23558 2.15979
29 H -3.99853 0.37923 3.19878
30 H -3.99556 -1.82378 4.40579
31 H -1.84013 -3.12806 4.54026
32 H 0.22414 -2.22125 3.55676
33 C 8.44592 -3.69714 2.17314
34 O 8.22823 -2.28470 1.96062
35 C 7.09993 -1.68749 2.42325
36 C 6.11353 -2.33738 3.20934
37 C 5.05160 -1.59408 3.70153
38 C 4.88106 -0.22974 3.39969
39 C 3.83664 0.55182 4.02665
40 C 3.62493 0.54150 5.36519
41 S 2.44372 1.59902 6.17100
42 O 2.47298 2.90418 5.56180
43 O 1.20901 0.87376 6.34778
44 C 3.30725 1.69449 7.76174
45 C 4.36634 0.82561 7.93016
46 C 5.12671 0.82541 9.09877
47 C 4.80279 1.72362 10.11663
48 C 3.73110 2.61220 9.94836
49 C 2.98207 2.60422 8.76902
50 S 4.75029 -0.22779 6.51500
51 O 4.29790 -1.56914 6.80919
52 O 6.11767 0.04953 6.15375
53 C 5.79645 0.35843 2.49402
54 C 6.93098 -0.31944 2.08583
55 H 9.36851 -3.87891 1.62277
56 H 8.58555 -3.92624 3.23771
57 H 7.63070 -4.30732 1.76150
58 H 6.20177 -3.39528 3.47190
59 H 4.30226 -2.09920 4.30882
60 H 3.28290 1.26423 3.43204
61 H 5.95646 0.12835 9.18952
62 H 5.39546 1.73236 11.03465
63 H 3.48193 3.32218 10.73930
64 H 2.15750 3.29438 8.60903
65 H 5.61740 1.38419 2.18236
66 H 7.72092 0.16798 1.51853

***

No. 3
This record from OMol25 describes C28H29Cl2GaN4S as an isolated structure. The level of theory is ωB97M-V/def2-TZVPD.

Summary:
Relative energy (zero: lowest compared OMol25 entry of this formula, charge and spin): 12.2 kcal/mol
E_LUMO: 0.2 eV
Frontier orbital gap: 7.40 eV
Charge: 0
Highest occupied orbital energy: -7.220 eV

Cartesian coordinates (Å):
1 Ga -0.28488 -0.28157 -0.21073
2 C 1.23964 2.30600 2.70639
3 C 1.48763 2.32904 1.18863
4 C 2.33376 1.16848 0.68043
5 N 1.59400 -0.08778 0.55714
6 C 2.24562 -1.22787 0.60858
7 C 3.66273 -1.32209 0.66947
8 C 4.48694 -2.37350 1.01384
9 C 4.16108 -3.65341 1.44324
10 C 2.89651 -4.20788 1.40128
11 C 1.72553 -3.70211 0.85789
12 C 1.41452 -2.42873 0.34499
13 N 0.31508 -2.15980 -0.34202
14 C -0.37429 -3.18915 -1.11181
15 C -1.88544 -3.20988 -0.93917
16 C -2.56618 -1.93616 -1.44226
17 N -2.21102 -0.84669 -0.56035
18 C -3.08738 -0.05532 0.01480
19 C -4.41892 0.07592 -0.44493
20 C -5.48284 0.82030 0.01552
21 C -5.59710 1.62479 1.14217
22 C -4.61462 1.81512 2.09126
23 C -3.30322 1.35961 2.13964
24 C -2.52894 0.62872 1.22141
25 N -1.24344 0.36833 1.42532
26 C -0.66097 0.58924 2.74160
27 C -0.20731 2.01405 3.09440
28 H 1.53269 3.26421 3.14044
29 H 1.87895 1.54998 3.17663
30 H 1.99335 3.25386 0.90509
31 H 0.53789 2.33771 0.65585
32 H 3.17086 1.02699 1.36844
33 H 2.76119 1.42573 -0.29713
34 H 4.17615 -0.41242 0.39432
35 H 5.54709 -2.14372 0.98091
36 H 4.96753 -4.27842 1.80444
37 H 2.81212 -5.21601 1.79367
38 H 0.89342 -4.39458 0.85268
39 H 0.04121 -4.17261 -0.89977
40 H -0.16438 -2.98969 -2.17096
41 H -2.13833 -3.34317 0.11641
42 H -2.28036 -4.06678 -1.49072
43 H -3.64244 -2.10548 -1.46700
44 H -2.24324 -1.72332 -2.46925
45 H -4.62555 -0.46630 -1.35661
46 H -6.37319 0.75632 -0.60196
47 H -6.54417 2.12482 1.30021
48 H -4.90048 2.43056 2.93826
49 H -2.76875 1.67458 3.02459
50 H 0.20649 -0.06978 2.82038
51 H -1.38155 0.24188 3.48706
52 H -0.30988 2.13584 4.17666
53 H -0.86745 2.74820 2.62488
54 Cl 1.49728 -0.73234 -2.76760
55 C 1.55342 0.91520 -3.32233
56 C 2.49692 1.20966 -4.29301
57 C 2.57674 2.48916 -4.80944
58 C 1.70360 3.46053 -4.34989
59 C 0.77228 3.14911 -3.37578
60 Cl -0.28353 4.42550 -2.85660
61 C 0.66123 1.86484 -2.80951
62 S -0.56183 1.58985 -1.58576
63 H 3.15893 0.42683 -4.63803
64 H 3.30886 2.72571 -5.56948
65 H 1.74044 4.46992 -4.73681

***

No. 4
This record from OMol25 describes C28H29Cl2N5OOsS2 as an isolated structure. The level of theory is ωB97M-V/def2-TZVPD.

Summary:
Relative energy (zero: lowest compared OMol25 entry of this formula, charge and spin): 0.0 kcal/mol
E_LUMO: -0.7 eV
Frontier orbital gap: 6.90 eV
Charge: 0
Highest occupied orbital energy: -7.622 eV

Cartesian coordinates (Å):
1 Os -1.19654 -0.60475 -0.05894
2 C 3.08783 -0.84572 -0.19570
3 C 1.71931 -0.57631 0.36927
4 N 0.75234 -0.30495 -0.45419
5 N 1.14492 -0.08980 -1.77806
6 C 0.19513 0.04068 -2.62893
7 S -1.50654 -0.10620 -2.30712
8 S 0.64167 0.37271 -4.31223
9 C 1.96734 -0.86643 -4.51248
10 C 1.41395 -2.24090 -4.75847
11 C 1.04838 -3.06996 -3.70065
12 C 0.48846 -4.31488 -3.95132
13 C 0.29218 -4.74688 -5.25495
14 C 0.65839 -3.92745 -6.31330
15 C 1.21303 -2.68230 -6.06306
16 C 1.51939 -0.57394 1.82580
17 C 2.67771 -0.50345 2.62835
18 C 2.64202 -0.42626 4.00026
19 C 1.40488 -0.42819 4.64290
20 C 0.25136 -0.47894 3.90054
21 C 0.26704 -0.53080 2.49285
22 O -0.92330 -0.53174 1.92453
23 H 2.98133 -1.41078 -1.11735
24 H 3.69130 -1.41987 0.49818
25 H 3.60576 0.08180 -0.44604
26 H 2.59908 -0.81736 -3.62868
27 H 2.54532 -0.51910 -5.36898
28 H 1.17967 -2.74317 -2.67479
29 H 0.20897 -4.94960 -3.12103
30 H -0.14310 -5.71956 -5.44537
31 H 0.51085 -4.25707 -7.33388
32 H 1.49061 -2.03955 -6.89105
33 H 3.64509 -0.47985 2.15034
34 H 3.56131 -0.36425 4.56586
35 H 1.34867 -0.38378 5.72336
36 H -0.72187 -0.47884 4.37436
37 Cl -3.54709 -1.39010 0.07906
38 C -3.09882 -3.08639 0.05723
39 C -4.07519 -4.04904 0.19179
40 C -3.67805 -5.37687 0.22309
41 C -2.33124 -5.70384 0.13652
42 C -1.38250 -4.70744 -0.00492
43 Cl 0.28893 -5.14935 -0.07283
44 C -1.73332 -3.34618 -0.07306
45 N -0.76238 -2.37204 -0.26743
46 H -5.11613 -3.76888 0.27673
47 H -4.41761 -6.15889 0.32610
48 H -2.00959 -6.73484 0.18232
49 C -2.56712 1.84471 1.55852
50 C -2.73140 3.31881 1.99794
51 N -2.01690 4.21239 1.09110
52 C -2.51409 3.97795 -0.26166
53 C -2.22770 2.52472 -0.71007
54 N -1.63392 1.74450 0.40459
55 C -0.35450 2.40120 0.77303
56 C -0.59316 3.88900 1.12996
57 H -3.51640 1.40786 1.24164
58 H -2.17175 1.22610 2.35828
59 H -2.34322 3.46839 3.00695
60 H -3.78345 3.60905 2.00420
61 H -2.03475 4.68775 -0.93781
62 H -3.58492 4.18859 -0.27132
63 H -1.52852 2.49703 -1.54255
64 H -3.13291 2.01061 -1.03561
65 H 0.32404 2.29159 -0.07370
66 H 0.07067 1.85501 1.61378
67 H -0.07661 4.54705 0.42913
68 H -0.21582 4.11154 2.12937

***

No. 5
This record from OMol25 describes C28H29MoN7S2Se2Te as an isolated structure. The level of theory is ωB97M-V/def2-TZVPD.

Summary:
E_LUMO (alpha / beta): -0.4 / -0.9 eV
Frontier orbital gap (alpha / beta): 5.51 / 5.28 eV
Multiplicity: 3
Charge: 0
<S²>: 2.05
Highest occupied orbital energy (alpha / beta): -5.952 / -6.135 eV

Cartesian coordinates (Å):
1 Mo 0.01038 0.20341 0.53871
2 C 2.51212 -1.39515 5.53797
3 S 0.95206 -0.53742 5.28291
4 C 0.96483 -0.33374 3.54334
5 S -0.29164 0.64620 2.90457
6 N 1.87000 -0.90676 2.82854
7 N 1.70872 -0.59108 1.48910
8 C 2.73383 -0.97547 0.76007
9 C 2.74931 -0.47754 -0.55427
10 C 3.80699 -0.65408 -1.46577
11 C 3.82988 0.07599 -2.61824
12 C 2.79952 1.00110 -2.85056
13 C 1.76520 1.07944 -1.95832
14 N 1.68370 0.32180 -0.83744
15 H 2.53601 -1.66469 6.59252
16 H 3.35653 -0.75096 5.30498
17 H 2.55994 -2.29347 4.92905
18 H 3.53262 -1.54903 1.20726
19 H 4.59047 -1.35855 -1.22399
20 H 4.63416 -0.04190 -3.33151
21 H 2.79498 1.63490 -3.72483
22 H 0.96156 1.78004 -2.12843
23 N -1.11247 0.58405 -1.47281
24 C -1.50410 1.96874 -1.61780
25 C -2.37798 2.41172 -2.56449
26 C -2.71289 3.78438 -2.64023
27 C -2.14614 4.68427 -1.78795
28 C -1.21434 4.25307 -0.80992
29 C -0.55998 5.13178 0.08828
30 C 0.35203 4.63427 0.96926
31 C 0.58807 3.24202 1.00150
32 N -0.04651 2.39374 0.22343
33 C -0.91195 2.88870 -0.71770
34 H -1.92111 -0.02835 -1.54632
35 H -0.53185 0.32784 -2.28353
36 H -2.83030 1.70500 -3.24832
37 H -3.42287 4.11343 -3.38621
38 H -2.39414 5.73633 -1.84637
39 H -0.79000 6.18916 0.05960
40 H 0.88598 5.26975 1.66095
41 H 1.28871 2.81559 1.70762
42 C -1.05043 -3.70383 -2.84431
43 N -1.15116 -3.48101 -4.28086
44 C -1.88918 -4.24058 -5.16138
45 C -1.74246 -3.68673 -6.38256
46 N -0.91674 -2.59298 -6.23184
47 C -0.50701 -1.69194 -7.29112
48 C -0.55919 -2.45766 -4.93625
49 Se 0.53872 -1.15181 -4.21103
50 H -1.10137 -4.77345 -2.65323
51 H -1.85373 -3.19187 -2.31801
52 H -0.10524 -3.29851 -2.49613
53 H -2.44186 -5.10344 -4.84030
54 H -2.13966 -3.97159 -7.33889
55 H -0.63493 -2.20030 -8.24351
56 H 0.53693 -1.42642 -7.14126
57 H -1.10449 -0.78124 -7.27158
58 Te -2.93271 0.40439 0.97091
59 C -3.34960 1.44201 2.74819
60 C -2.96217 2.76773 2.92949
61 C -3.24013 3.43102 4.11456
62 C -3.92517 2.78088 5.13140
63 C -4.33133 1.46708 4.95250
64 C -4.04085 0.79884 3.77095
65 H -2.44012 3.28598 2.13267
66 H -2.91990 4.45708 4.24498
67 H -4.13818 3.29494 6.05951
68 H -4.86746 0.95349 5.74015
69 H -4.34295 -0.23284 3.64636
70 Se -0.72226 -2.05086 0.25796

***

No. 6
This record from OMol25 describes C28H29N3SiV as an isolated structure in a non-equilibrium geometry. The level of theory is ωB97M-V/def2-TZVPD.

Summary:
E_LUMO (alpha / beta): -3.7 / -3.1 eV
Frontier orbital gap (alpha / beta): 6.36 / 7.09 eV
Multiplicity: 3
Charge: +1
<S²>: 2.34
Highest occupied orbital energy (alpha / beta): -10.091 / -10.141 eV

Cartesian coordinates (Å):
1 C 2.21035 0.78368 1.15966
2 C 2.37383 0.40608 -0.20831
3 C 2.12224 1.54815 -1.02817
4 H 2.72289 -0.55744 -0.56616
5 C 1.87397 2.65309 -0.16299
6 C 1.91637 2.18334 1.18943
7 H 1.92187 2.81898 2.07326
8 H 2.38838 0.14354 2.02524
9 H 2.18111 1.58594 -2.11584
10 H 1.79600 3.69389 -0.46689
11 V 0.37216 1.17137 0.13744
12 C -2.20236 -1.42287 -1.82826
13 H -2.27286 -0.40624 -2.21567
14 H -2.99221 -1.57660 -1.08596
15 H -2.36943 -2.13524 -2.65203
16 Si -0.42914 -1.79931 -1.01924
17 C -0.50619 -3.11362 0.33700
18 C 0.69314 -3.47666 0.97959
19 H 1.65824 -3.18488 0.56073
20 C 0.66491 -4.16804 2.19397
21 H 1.59888 -4.36690 2.73000
22 C -0.55675 -4.60849 2.71335
23 H -0.57459 -5.18009 3.64402
24 C -1.74795 -4.31536 2.03613
25 H -2.70273 -4.66433 2.43371
26 C -1.72483 -3.56171 0.85399
27 H -2.65307 -3.30357 0.34563
28 C 0.81458 -2.07425 -2.36966
29 C 1.57832 -3.24433 -2.34374
30 H 1.30872 -4.04462 -1.64680
31 C 2.67866 -3.36515 -3.19844
32 H 3.29348 -4.26078 -3.15524
33 C 2.97112 -2.35018 -4.11612
34 H 3.80350 -2.46591 -4.81209
35 C 2.18555 -1.19529 -4.15871
36 H 2.38777 -0.41963 -4.89310
37 C 1.12388 -1.03971 -3.26150
38 H 0.52309 -0.12336 -3.24177
39 H -0.69255 -0.25689 -0.92116
40 H 0.69448 -1.18174 -0.18408
41 N -0.77640 3.61234 1.64724
42 C -0.94851 2.47120 2.45065
43 C -1.38693 2.63751 3.76678
44 C -1.53273 1.51737 4.57452
45 C -1.24667 0.25596 4.02507
46 C -0.79421 0.14961 2.71546
47 N -0.62557 1.26848 1.93035
48 C -1.08586 3.72531 0.28277
49 C -1.58495 4.93908 -0.19648
50 C -1.85031 5.05138 -1.55921
51 C -1.62317 3.94249 -2.38988
52 C -1.11625 2.76309 -1.86040
53 N -0.82639 2.66901 -0.51841
54 H -0.97932 4.47115 2.15002
55 H -1.59780 3.65703 4.10221
56 H -1.85087 1.61563 5.61238
57 H -1.34815 -0.64737 4.62489
58 H -0.56075 -0.80858 2.24555
59 H -1.74334 5.74189 0.52962
60 H -2.22312 5.98554 -1.97286
61 H -1.80939 3.98931 -3.46355
62 H -0.92212 1.86772 -2.45795